Entry 1:
{"formula": "C5H11NO2", "method": "wB97M-V/def2-TZVPD", "symbols": ["C", "C", "C", "C", "C", "N", "O", "O", "H", "H", "H", "H", "H", "H", "H", "H", "H", "H", "H"], "positions_angstrom": [[1.313, 0.363, -2.145], [-1.208, 0.778, 2.078], [-1.605, -0.767, -0.851], [0.721, -0.520, 0.532], [-0.309, -0.649, -0.185], [1.870, -0.354, 1.113], [0.914, -0.846, -1.571], [-0.859, -0.528, 1.720], [2.421, -1.160, 1.370], [2.172, 0.563, 1.405], [0.478, 1.069, -2.300], [1.753, 0.169, -3.132], [2.088, 0.887, -1.558], [-1.874, 1.260, 1.342], [-1.747, 0.758, 3.034], [-0.335, 1.440, 2.215], [-1.822, -1.826, -1.006], [-1.570, -0.282, -1.826], [-2.402, -0.354, -0.235]], "nbo_charge": [-0.251, -0.250, -0.677, 0.458, 0.379, -0.770, -0.691, -0.712, 0.419, 0.416, 0.145, 0.182, 0.138, 0.141, 0.182, 0.134, 0.255, 0.249, 0.252], "lumo_ev": 0.66, "spin_multiplicity": 1, "homo_energy_ev": -8.162, "e_tot_ha": -402.1255, "e_above_lowest_kj_mol": 663.29}

Entry 2:
{"formula": "C6H5ClN", "method": "wB97M-V/def2-TZVPD", "symbols": ["C", "C", "C", "C", "C", "C", "N", "Cl", "H", "H", "H", "H", "H"], "positions_angstrom": [[0.271, 0.907, 0.406], [-0.671, 1.906, 0.529], [-2.010, 1.363, 0.261], [-0.147, -0.508, 0.136], [-2.369, 0.023, -0.046], [0.969, -1.423, -0.243], [-1.460, -0.936, -0.274], [-4.047, -0.366, -0.298], [-0.606, 2.948, 0.613], [-2.810, 2.017, 0.280], [1.938, -1.246, 0.161], [1.016, -1.458, -1.340], [0.758, -2.440, 0.039]], "nbo_charge": [0.407, -0.267, -0.149, 0.260, 0.227, -0.697, -0.334, 0.171, 0.296, 0.259, 0.259, 0.290, 0.278], "total_charge": 1, "lumo_ev": [-8.44, -8.83], "spin_multiplicity": 1, "homo_energy_ev": [-14.955, -14.835], "e_tot_ha": -746.1021, "e_above_lowest_kj_mol": 229.85}

Entry 3:
{"formula": "C37H39F6N5O3PW", "method": "wB97M-V/def2-TZVPD", "symbols": ["W", "C", "C", "C", "C", "C", "C", "C", "C", "C", "H", "H", "H", "H", "H", "H", "H", "H", "H", "H", "H", "H", "N", "C", "C", "O", "O", "H", "H", "H", "H", "C", "C", "O", "C", "F", "F", "F", "C", "F", "F", "F", "H", "H", "H", "N", "P", "C", "C", "C", "C", "C", "C", "C", "C", "C", "C", "C", "C", "C", "C", "C", "C", "C", "C", "H", "H", "H", "H", "H", "H", "H", "H", "H", "H", "H", "H", "H", "H", "H", "N", "C", "C", "N", "C", "C", "N", "H", "H", "H", "H", "H"], "positions_angstrom": [[0.058, -0.009, 0.014], [1.127, 0.625, 3.120], [1.198, -0.481, 2.083], [0.986, -1.794, 2.618], [1.671, -2.887, 2.178], [1.588, -4.189, 2.928], [2.582, -2.737, 1.098], [2.829, -1.526, 0.524], [3.880, -1.388, -0.540], [2.136, -0.349, 0.991], [2.090, 0.683, 3.632], [0.377, 0.391, 3.878], [0.923, 1.596, 2.687], [0.366, -1.892, 3.506], [2.046, -4.071, 3.912], [2.123, -4.984, 2.410], [0.559, -4.508, 3.095], [3.141, -3.603, 0.763], [4.452, -0.465, -0.417], [3.426, -1.361, -1.533], [4.569, -2.231, -0.517], [2.722, 0.567, 0.972], [-1.957, -0.385, 1.456], [-3.107, 0.144, 0.671], [-2.502, 0.922, -0.499], [-2.813, 2.053, -0.780], [-1.571, 0.224, -1.102], [-2.142, -1.334, 1.755], [-1.856, 0.188, 2.283], [-3.760, 0.787, 1.257], [-3.689, -0.677, 0.261], [-0.513, -4.329, 0.275], [-0.393, -3.198, -0.740], [-0.137, -1.969, -0.147], [-1.748, -3.121, -1.497], [-2.692, -2.654, -0.646], [-2.176, -4.303, -1.939], [-1.695, -2.294, -2.548], [0.723, -3.563, -1.779], [1.695, -4.302, -1.229], [1.313, -2.459, -2.275], [0.250, -4.252, -2.820], [-1.305, -4.091, 0.984], [0.420, -4.454, 0.811], [-0.759, -5.259, -0.235], [-0.018, 1.790, 0.600], [-0.508, 3.245, 1.033], [0.827, 4.089, 1.934], [0.646, 4.749, 3.143], [1.727, 5.370, 3.753], [2.977, 5.346, 3.154], [3.157, 4.696, 1.939], [2.085, 4.068, 1.331], [-0.784, 4.336, -0.378], [-0.917, 5.709, -0.194], [-1.017, 6.539, -1.298], [-0.980, 6.003, -2.578], [-0.841, 4.634, -2.760], [-0.735, 3.798, -1.660], [-1.912, 3.295, 2.187], [-3.111, 3.922, 1.872], [-4.178, 3.854, 2.756], [-4.053, 3.161, 3.952], [-2.849, 2.552, 4.280], [-1.779, 2.621, 3.402], [-0.329, 4.783, 3.610], [1.589, 5.882, 4.696], [3.814, 5.836, 3.634], [4.132, 4.681, 1.471], [2.198, 3.557, 0.381], [-0.938, 6.122, 0.809], [-1.111, 7.608, -1.158], [-1.053, 6.659, -3.436], [-0.814, 4.221, -3.760], [-0.631, 2.729, -1.776], [-3.209, 4.443, 0.930], [-5.116, 4.330, 2.503], [-4.891, 3.100, 4.633], [-2.744, 2.022, 5.219], [-0.823, 2.183, 3.669], [4.146, 2.264, -2.845], [2.940, 1.629, -2.852], [2.261, 1.330, -1.672], [1.114, 0.632, -1.662], [0.611, 0.330, -2.880], [1.303, 0.622, -4.035], [2.474, 1.242, -4.044], [4.424, 2.825, -2.060], [4.491, 2.534, -3.751], [2.624, 1.684, -0.719], [-0.352, -0.153, -2.912], [0.900, 0.337, -4.998]], "lowdin_charge": [1.708, -0.060, -0.382, -0.052, -0.281, -0.047, -0.025, -0.270, -0.031, -0.206, 0.103, 0.077, 0.018, 0.124, 0.092, 0.085, 0.082, 0.123, 0.083, 0.071, 0.089, 0.107, 0.019, -0.106, -0.609, 0.093, -0.231, 0.100, 0.070, 0.122, 0.119, 0.041, -0.359, -0.259, -0.557, 0.141, 0.174, 0.166, -0.532, 0.158, 0.139, 0.180, 0.109, 0.061, 0.114, -0.302, 0.911, -0.299, -0.068, -0.057, -0.062, -0.064, -0.082, -0.294, -0.075, -0.063, -0.061, -0.053, -0.081, -0.292, -0.061, -0.053, -0.059, -0.062, -0.114, 0.106, 0.113, 0.112, 0.108, 0.088, 0.115, 0.111, 0.111, 0.111, 0.075, 0.111, 0.115, 0.113, 0.112, 0.082, 0.151, -0.352, -0.067, -0.091, -0.102, -0.076, 0.159, 0.101, 0.110, 0.091, 0.100, 0.125], "total_charge": 1, "lumo_ev": -3.53, "spin_multiplicity": 1, "homo_energy_ev": -9.734, "e_tot_ha": -2940.4212, "e_above_lowest_kj_mol": 104.89}

Entry 4:
{"formula": "C32H87N13O13", "method": "wB97M-V/def2-TZVPD", "symbols": ["C", "O", "C", "C", "C", "N", "H", "H", "H", "H", "H", "H", "H", "H", "H", "H", "H", "C", "O", "C", "C", "N", "C", "C", "O", "C", "H", "H", "H", "H", "H", "H", "H", "H", "H", "H", "H", "H", "H", "H", "H", "C", "O", "C", "C", "N", "C", "C", "O", "C", "H", "H", "H", "H", "H", "H", "H", "H", "H", "H", "H", "H", "H", "H", "H", "C", "O", "C", "C", "N", "C", "C", "O", "C", "H", "H", "H", "H", "H", "H", "H", "H", "H", "H", "H", "H", "H", "H", "H", "C", "O", "C", "C", "N", "C", "C", "O", "C", "H", "H", "H", "H", "H", "H", "H", "H", "H", "H", "H", "H", "H", "H", "H", "N", "C", "N", "O", "H", "H", "H", "H", "N", "C", "N", "O", "H", "H", "H", "H", "N", "C", "N", "O", "H", "H", "H", "H", "N", "C", "N", "O", "H", "H", "H", "H"], "positions_angstrom": [[0.867, 6.956, 3.219], [0.068, 5.863, 3.594], [0.843, 4.623, 3.372], [-0.033, 3.496, 4.022], [-0.243, 3.775, 5.474], [0.532, 2.163, 3.775], [1.735, 7.250, 3.809], [0.244, 7.850, 3.214], [1.091, 6.723, 2.178], [1.100, 4.433, 2.330], [1.787, 4.786, 3.893], [-1.008, 3.528, 3.535], [-0.850, 2.957, 5.860], [-0.868, 4.661, 5.585], [0.543, 3.846, 6.226], [-0.202, 1.494, 3.958], [1.365, 1.913, 4.288], [-2.714, 0.745, 4.782], [-1.539, 0.167, 5.431], [-1.344, -1.243, 5.316], [0.117, -1.725, 5.406], [0.360, -3.150, 5.228], [1.737, -3.594, 5.533], [1.891, -5.151, 5.281], [3.053, -5.719, 5.717], [4.228, -5.231, 5.087], [-2.588, 1.810, 4.587], [-3.480, 0.637, 5.551], [-2.986, 0.233, 3.859], [-1.755, -1.731, 4.433], [-1.913, -1.750, 6.096], [0.473, -1.368, 6.372], [0.671, -1.155, 4.660], [-0.179, -3.751, 5.835], [1.961, -3.215, 6.530], [2.289, -3.094, 4.737], [1.760, -5.312, 4.211], [1.027, -5.681, 5.680], [4.961, -6.028, 5.211], [4.595, -4.359, 5.628], [4.152, -4.949, 4.037], [0.567, 4.418, -0.420], [-0.377, 5.374, 0.126], [-1.775, 5.238, -0.219], [-2.489, 4.506, 0.908], [-3.040, 3.244, 0.444], [-3.786, 2.671, 1.561], [-4.586, 1.410, 1.211], [-5.133, 0.804, 2.344], [-5.891, -0.407, 2.102], [0.407, 3.397, -0.072], [1.588, 4.799, -0.397], [0.389, 4.414, -1.495], [-1.880, 4.744, -1.185], [-2.109, 6.270, -0.326], [-3.288, 5.166, 1.245], [-1.786, 4.350, 1.726], [-3.689, 3.442, -0.305], [-4.553, 3.324, 1.977], [-3.051, 2.470, 2.340], [-3.842, 0.788, 0.713], [-5.408, 1.690, 0.553], [-6.706, -0.583, 2.804], [-5.189, -1.240, 2.127], [-6.261, -0.480, 1.080], [3.140, -4.443, -1.466], [1.892, -4.199, -2.080], [1.794, -2.811, -2.395], [0.788, -2.472, -3.532], [1.233, -3.154, -4.757], [0.316, -3.051, -5.910], [-1.146, -3.535, -5.671], [-1.932, -2.419, -5.148], [-3.331, -2.706, -5.142], [3.165, -5.441, -1.027], [3.297, -3.817, -0.588], [4.020, -4.310, -2.096], [2.751, -2.348, -2.635], [1.506, -2.360, -1.446], [0.757, -1.383, -3.516], [-0.158, -2.849, -3.146], [1.333, -4.132, -4.524], [0.678, -3.517, -6.826], [0.260, -2.004, -6.206], [-1.192, -4.227, -4.830], [-1.553, -3.960, -6.589], [-3.393, -3.244, -4.196], [-3.606, -3.232, -6.055], [-3.931, -1.799, -5.065], [2.932, -0.264, -8.224], [2.545, 1.016, -7.990], [1.110, 1.117, -7.741], [0.725, 2.554, -7.401], [1.097, 2.883, -6.046], [0.062, 2.466, -5.046], [0.732, 2.611, -3.606], [1.529, 1.392, -3.316], [1.873, 1.243, -1.962], [2.762, -0.806, -7.294], [3.965, -0.418, -8.535], [2.290, -0.665, -9.008], [0.881, 0.460, -6.902], [0.613, 0.699, -8.616], [-0.363, 2.626, -7.384], [1.253, 3.285, -8.013], [1.871, 2.334, -5.702], [-0.323, 1.460, -5.213], [-0.743, 3.200, -5.008], [0.001, 2.697, -2.802], [1.308, 3.531, -3.500], [2.415, 0.300, -1.889], [1.050, 1.330, -1.254], [2.532, 2.020, -1.573], [-0.091, -4.132, 2.417], [0.598, -3.879, 1.400], [0.109, -4.394, 0.330], [1.578, -3.204, 1.329], [-0.844, -4.803, 2.469], [0.301, -3.762, 3.272], [0.606, -4.122, -0.507], [-0.727, -4.953, 0.234], [-2.674, 1.805, -2.693], [-2.859, 1.004, -3.683], [-2.116, -0.075, -3.442], [-3.497, 1.239, -4.699], [-2.029, 1.596, -1.944], [-3.194, 2.671, -2.700], [-2.144, -0.801, -4.145], [-1.415, -0.029, -2.716], [3.515, -1.527, 3.112], [4.630, -2.134, 2.909], [4.457, -3.248, 2.262], [5.655, -1.905, 3.490], [2.653, -1.952, 2.801], [3.486, -0.728, 3.729], [5.288, -3.741, 1.967], [3.598, -3.372, 1.746], [-0.804, 1.399, 1.323], [-0.615, 0.267, 0.710], [0.196, -0.474, 1.405], [-1.099, -0.040, -0.409], [-1.536, 2.009, 0.987], [-0.334, 1.643, 2.183], [0.432, -0.117, 2.320], [0.210, -1.412, 1.031]], "lowdin_charge": [-0.128, -0.201, -0.133, -0.404, -0.062, 0.038, 0.088, 0.088, 0.080, 0.102, 0.121, 0.113, 0.064, 0.084, 0.090, 0.038, 0.095, -0.055, -0.209, -0.220, -0.201, -0.102, -0.160, -0.239, -0.166, -0.083, 0.068, 0.094, 0.078, 0.113, 0.118, 0.117, 0.101, 0.112, 0.124, 0.089, 0.106, 0.120, 0.092, 0.093, 0.069, -0.083, -0.218, -0.164, -0.195, -0.073, -0.216, -0.233, -0.197, -0.073, 0.067, 0.094, 0.057, 0.112, 0.122, 0.120, 0.106, 0.113, 0.123, 0.089, 0.120, 0.127, 0.086, 0.079, 0.082, -0.117, -0.209, -0.218, -0.176, -0.041, -0.179, -0.168, -0.276, -0.088, 0.092, 0.064, 0.095, 0.121, 0.106, 0.112, 0.109, 0.097, 0.108, 0.101, 0.116, 0.113, 0.093, 0.087, 0.084, -0.162, -0.192, -0.177, -0.194, -0.074, -0.166, -0.153, -0.200, -0.125, 0.084, 0.091, 0.082, 0.104, 0.117, 0.121, 0.118, 0.093, 0.102, 0.112, 0.071, 0.112, 0.085, 0.059, 0.082, 0.212, -0.842, 0.208, 0.025, 0.135, 0.071, 0.084, 0.127, 0.166, -0.775, 0.188, 0.016, 0.076, 0.110, 0.063, 0.075, 0.175, -0.824, 0.164, 0.041, 0.066, 0.121, 0.126, 0.062, 0.192, -0.731, 0.204, -0.019, 0.061, 0.045, 0.093, 0.093], "smiles": "COC[C@H](C)N.COCCNCCOC.COCCNCCOC.COCCNCCOC.COCCNCCOC.NC(N)=O.NC(N)=O.NC(N)=O.NC(N)=O", "lumo_ev": 0.17, "spin_multiplicity": 1, "homo_energy_ev": -8.519, "e_tot_ha": -2961.2028, "e_above_lowest_kj_mol": 0.00}

Entry 5:
{"formula": "C3H6NO2S", "method": "wB97M-V/def2-TZVPD", "symbols": ["O", "C", "N", "C", "C", "O", "S", "H", "H", "H", "H", "H", "H"], "positions_angstrom": [[-2.499, 1.467, 0.053], [-1.899, 0.330, 0.143], [-0.608, 0.401, -0.077], [0.335, -0.726, -0.109], [1.790, -0.173, -0.019], [2.552, -1.275, 0.092], [2.483, 1.269, -0.006], [-3.433, 1.385, -0.149], [-2.514, -0.477, 0.366], [-0.101, 1.330, -0.318], [0.386, -1.171, -1.115], [0.023, -1.224, 0.808], [3.486, -1.137, 0.332]], "nbo_charge": [-0.583, 0.551, -0.491, -0.312, 0.168, -0.661, 0.050, 0.530, 0.217, 0.474, 0.271, 0.261, 0.525], "smiles": "O/C=[NH+]/CC(O)=S", "total_charge": 1, "lumo_ev": -4.60, "spin_multiplicity": 1, "homo_energy_ev": -13.316, "e_tot_ha": -721.0424, "e_above_lowest_kj_mol": 75.79}

Entry 6:
{"formula": "C3H8N3O", "method": "wB97M-V/def2-TZVPD", "symbols": ["C", "C", "C", "N", "N", "N", "O", "H", "H", "H", "H", "H", "H", "H", "H"], "positions_angstrom": [[0.757, -0.793, 0.350], [2.232, -0.503, 0.438], [1.259, 1.313, -0.445], [-3.756, 0.671, -0.191], [-2.668, 0.368, 0.240], [0.311, 0.472, -0.224], [2.435, 0.903, -0.202], [0.572, -1.559, -0.331], [0.258, -0.882, 1.401], [2.753, -0.546, 1.389], [2.713, -1.178, -0.152], [1.356, 2.175, -0.982], [-3.781, 0.963, -1.182], [-2.715, -0.198, 1.212], [-0.704, 0.621, -0.411]], "nbo_charge": [-0.255, -0.095, 0.534, -0.235, -0.378, -0.509, -0.375, 0.239, 0.245, 0.242, 0.218, 0.240, 0.329, 0.328, 0.472], "total_charge": 1, "lumo_ev": -3.72, "spin_multiplicity": 1, "homo_energy_ev": -12.953, "e_tot_ha": -358.2666, "e_above_lowest_kj_mol": 340.91}

Entry 7:
{"formula": "C15H18", "method": "wB97M-V/def2-TZVPD", "symbols": ["C", "C", "C", "C", "C", "C", "C", "C", "H", "H", "H", "H", "H", "H", "H", "H", "H", "H", "C", "C", "C", "C", "C", "C", "C", "H", "H", "H", "H", "H", "H", "H", "H"], "positions_angstrom": [[-0.194, -2.166, 2.288], [-0.734, -0.910, 1.705], [-1.244, -1.095, 0.279], [-2.604, -0.942, 0.107], [-3.232, -1.224, -1.107], [-2.468, -1.773, -2.166], [-1.129, -1.933, -1.982], [-0.495, -1.556, -0.782], [0.456, -2.686, 1.568], [-1.053, -2.758, 2.612], [0.444, -2.021, 3.162], [-1.502, -0.443, 2.347], [-0.029, -0.062, 1.768], [-3.214, -0.501, 0.891], [-4.290, -1.051, -1.211], [-3.021, -1.964, -3.074], [-0.402, -2.347, -2.674], [0.585, -1.683, -0.713], [2.734, 0.511, 1.144], [1.933, 1.440, 0.275], [1.866, 1.088, -1.085], [1.273, 1.973, -1.982], [0.508, 3.011, -1.485], [0.667, 3.409, -0.169], [1.381, 2.648, 0.744], [2.963, -0.398, 0.592], [2.043, 0.260, 1.979], [3.681, 0.786, 1.623], [2.337, 0.157, -1.376], [1.274, 1.730, -3.041], [-0.314, 3.246, -2.162], [0.132, 4.288, 0.191], [1.649, 2.967, 1.737]], "nbo_charge": [-0.604, -0.426, -0.008, -0.217, -0.194, -0.234, -0.200, -0.213, 0.208, 0.211, 0.209, 0.207, 0.212, 0.207, 0.210, 0.215, 0.211, 0.207, -0.640, -0.002, -0.221, -0.184, -0.234, -0.202, -0.230, 0.210, 0.213, 0.226, 0.207, 0.209, 0.222, 0.212, 0.215], "smiles": "CCc1ccccc1.Cc1ccccc1", "lumo_ev": 0.90, "spin_multiplicity": 1, "homo_energy_ev": -8.766, "e_tot_ha": -582.3343, "e_above_lowest_kj_mol": 82.60}

Entry 8:
{"formula": "C2H8O2", "method": "wB97M-V/def2-TZVPD", "symbols": ["C", "O", "H", "H", "H", "H", "C", "O", "H", "H", "H", "H"], "positions_angstrom": [[1.342, 0.540, 0.173], [2.048, -0.571, -0.391], [1.090, -0.012, 1.110], [1.892, 1.558, 0.402], [0.409, 0.861, -0.426], [2.853, -0.126, -1.011], [-1.443, -0.703, 0.080], [-1.561, 0.514, -0.589], [-1.123, -1.502, -0.691], [-0.679, -0.380, 0.826], [-2.375, -1.067, 0.489], [-2.455, 0.888, 0.029]], "nbo_charge": [-0.286, -0.723, 0.179, 0.164, 0.207, 0.458, -0.275, -0.712, 0.181, 0.184, 0.164, 0.460], "smiles": "CO.CO", "lumo_ev": 0.72, "spin_multiplicity": 1, "homo_energy_ev": -9.717, "e_tot_ha": -231.3539, "e_above_lowest_kj_mol": 284.61}